36
Properties=species:S:1:pos:R:3:forces:R:3:mulliken_spin:R:1 method="wB97M-V/def2-TZVPD" gap_ev="3.155 / 3.199" max_force_ev_per_a=5.8 e_tot_ev=-67982.5852 spin_multiplicity=2 s_squared=0.78 total_charge=-2 homo_ev="1.43 / 1.38"
C 0.3077 0.4416 -6.1805 0.294 -0.469 -1.850 -0.30
I -0.2647 0.9934 -4.1361 -0.417 0.564 0.613 0.74
H 0.0715 -0.6124 -6.3503 0.037 0.084 0.053 0.13
H 1.3748 0.6472 -6.3123 -0.139 -0.027 0.131 0.15
H -0.3021 1.0900 -6.8150 0.100 -0.101 -0.002 0.21
C 3.8860 -1.0329 0.2496 0.288 0.045 0.313 0.03
C 1.6670 -1.2787 0.2179 -0.414 4.541 -3.529 0.03
N 2.6908 -0.7090 0.8848 1.577 -0.584 0.975 -0.04
H 4.2033 -2.1646 -1.6281 0.140 0.080 0.106 -0.01
I -0.2220 -1.8316 1.1267 -3.168 -2.882 2.539 0.12
N 2.1912 -1.8357 -0.9095 0.780 -1.732 -0.067 -0.03
H 4.8498 -0.7761 0.6724 -0.071 -0.046 -0.169 0.00
Yb -0.6721 -0.1709 -1.4059 0.113 -0.042 1.385 -0.09
C 1.1780 1.4834 -1.5833 1.208 1.623 0.493 -0.01
O 1.9221 2.3646 -1.6146 -1.023 -1.433 0.073 0.02
C 3.5772 -1.7119 -0.8726 0.029 -0.561 -0.336 0.00
C 1.3603 -2.4706 -1.9365 0.550 0.455 0.204 0.05
H 0.5588 -3.0592 -1.4487 0.378 0.335 -0.129 0.00
H 1.9643 -3.1379 -2.5701 -0.103 0.257 0.277 -0.01
H 0.9265 -1.6989 -2.6108 0.111 -0.363 0.093 -0.01
C 2.5676 0.0516 2.1207 0.109 0.133 -0.550 -0.01
H 3.5397 0.5131 2.3458 -0.226 -0.219 -0.051 0.00
H 2.2527 -0.5917 2.9544 0.006 0.088 -0.209 0.00
H 1.8334 0.8561 1.9931 -0.012 -0.195 0.012 0.00
N -1.7835 0.8709 0.0173 -0.044 0.431 -0.245 0.03
C -2.4843 1.3555 1.0244 0.532 -0.281 -0.890 0.00
C -3.8807 1.7024 0.8570 -0.255 -0.045 0.583 0.00
C -4.6252 2.1570 1.9303 0.711 0.223 0.022 0.00
C -4.0144 2.3624 3.1878 -0.383 -0.153 0.462 0.00
C -2.6678 2.0010 3.3984 -0.124 0.093 -0.650 0.00
C -1.8983 1.5402 2.3413 -0.477 0.225 0.075 0.01
H -4.3275 1.5675 -0.1392 0.286 0.010 0.481 0.00
H -5.6793 2.3992 1.7864 0.104 0.035 0.102 0.00
H -4.5940 2.7728 4.0152 0.014 -0.150 -0.093 0.00
H -2.2323 2.0866 4.3997 -0.090 0.109 -0.247 0.00
H -0.8329 1.3082 2.4431 -0.419 -0.045 0.026 0.00

35
Properties=species:S:1:pos:R:3:forces:R:3:mulliken_charge:R:1 method="wB97M-V/def2-TZVPD" gap_ev=7.799 max_force_ev_per_a=2.5 e_tot_ev=-38630.4665 spin_multiplicity=1 total_charge=+1 homo_ev=-10.70
C 3.7306 1.5405 2.3761 -0.666 0.524 -1.014 -1.17
C 2.5959 2.5806 2.4126 1.125 0.293 0.274 0.61
C 2.9317 3.9108 2.5314 -1.770 0.143 -0.097 -0.50
C 1.8480 4.9038 2.5370 0.456 -0.591 -0.100 -0.27
I 2.4037 6.9475 2.7197 -0.223 -0.720 -0.061 0.11
C 0.5236 4.5651 2.4112 -0.369 0.367 0.163 -0.50
C 0.1205 3.1831 2.3038 1.502 0.120 0.085 0.35
N -1.1270 2.6514 2.2077 2.295 -0.572 0.134 -0.61
S -0.8062 1.0611 2.1590 -0.950 -0.903 -0.131 0.15
N 0.8060 0.8975 2.2075 -1.051 2.317 0.103 -0.56
C 1.2124 2.2003 2.3073 -0.039 -0.190 -0.011 0.71
H 3.4221 0.7541 1.6594 0.300 0.067 0.689 0.29
H 3.9894 1.1347 3.3658 -0.196 0.061 -0.448 0.27
H 4.6005 2.0446 1.9134 -0.259 -0.365 0.509 0.39
H 3.9721 4.2362 2.6176 -0.447 -0.148 -0.046 0.38
H -0.2409 5.3497 2.4306 0.282 -0.396 -0.052 0.37
C 0.5202 -1.1059 -1.0433 -0.026 -0.320 -0.368 -1.30
C -0.9183 -1.2149 -0.5839 0.214 0.342 0.300 -0.24
N -1.7301 -2.1535 -1.3757 0.182 -0.196 -0.043 0.21
C -3.0367 -2.4828 -1.0866 0.170 0.204 0.004 -0.46
C -3.4624 -3.3165 -2.0659 0.114 -0.049 -0.177 -0.39
N -2.4040 -3.4889 -2.9278 0.067 -0.094 -0.018 0.06
C -1.3609 -2.7922 -2.4812 -0.305 0.126 0.045 -0.14
C -2.4024 -4.2945 -4.1502 0.201 -0.031 -0.085 -0.79
H 0.5802 -0.7715 -2.0813 0.032 0.089 0.051 0.41
H 1.0530 -0.3850 -0.4256 -0.106 -0.027 0.059 0.18
H 1.0316 -2.0677 -0.9658 0.044 0.053 0.067 0.40
H -1.4009 -0.2386 -0.6443 -0.080 -0.081 0.019 0.38
H -0.9512 -1.5432 0.4554 -0.111 -0.041 -0.059 0.37
H -3.5086 -2.0678 -0.2136 -0.176 -0.097 -0.059 0.47
H -4.3985 -3.8087 -2.2611 -0.064 0.080 0.180 0.43
H -0.3932 -2.7537 -2.9516 -0.037 0.048 0.031 0.43
H -1.6546 -5.0800 -4.0605 -0.068 -0.020 -0.036 0.34
H -2.1643 -3.6547 -4.9976 -0.051 -0.053 -0.006 0.34
H -3.3813 -4.7409 -4.2992 0.010 0.060 0.098 0.29

33
Properties=species:S:1:pos:R:3:forces:R:3:mulliken_charge:R:1 method="wB97M-V/def2-TZVPD" gap_ev=8.744 e_above_lowest_kcal_mol=0.0 max_force_ev_per_a=0.7 e_tot_ev=-20817.1631 spin_multiplicity=1 smiles="CCOC(=O)NCc1ccc2[nH]c(C)cc2c1" homo_ev=-7.91
C -6.0439 -0.2467 -0.4514 0.417 -0.075 -0.065 -1.07
C -4.8047 -1.0978 -0.6912 -0.380 -0.211 0.255 -0.22
H -4.6157 -1.7382 0.1768 -0.022 0.031 -0.204 0.31
H -4.9145 -1.7107 -1.5886 0.041 0.046 0.125 0.29
O -3.6523 -0.2949 -0.9334 0.230 0.184 -0.026 -0.44
C -3.0295 0.1967 0.1679 -0.087 0.091 -0.429 0.67
O -3.3467 -0.0566 1.3037 -0.136 -0.205 0.401 -0.62
N -2.0298 1.0255 -0.2022 0.076 0.170 -0.264 -0.12
H -1.7979 1.0567 -1.1826 -0.064 -0.066 0.063 0.25
C -1.0561 1.5355 0.7444 -0.027 -0.050 0.061 -1.17
C 0.2558 0.8003 0.6358 -0.036 0.250 -0.011 0.85
C 1.3683 1.4135 0.0967 -0.097 -0.157 0.127 -0.84
C 2.5534 0.6878 -0.0128 -0.072 -0.467 0.159 1.32
C 2.5852 -0.6599 0.4206 -0.455 0.510 -0.037 -0.03
C 1.4648 -1.2806 0.9562 -0.061 -0.058 0.029 -1.25
C 0.3102 -0.5366 1.0570 0.077 -0.073 0.017 -0.36
H -0.5826 -0.9808 1.4714 -0.110 -0.086 0.067 0.49
H 1.4986 -2.3088 1.2853 -0.029 -0.104 0.048 0.37
N 3.8484 -1.1299 0.2022 0.274 -0.280 0.015 -0.07
C 4.6174 -0.1354 -0.3507 0.170 0.244 -0.135 0.55
C 3.8577 0.9879 -0.4966 0.256 -0.116 -0.038 -1.24
H 4.1836 1.9256 -0.9006 0.161 0.162 -0.100 0.41
C 6.0442 -0.3812 -0.6896 -0.083 -0.045 0.040 -1.23
H 6.1347 -1.1908 -1.4145 0.068 -0.020 -0.052 0.32
H 6.4843 0.5162 -1.1139 0.051 0.020 -0.022 0.30
H 6.6094 -0.6599 0.2003 0.089 0.000 0.014 0.32
H 4.1731 -2.0576 0.4158 -0.036 0.095 -0.022 0.17
H 1.3279 2.4428 -0.2299 -0.041 0.136 -0.026 0.34
H -1.4956 1.3958 1.7353 0.060 0.133 -0.111 0.37
H -0.9137 2.6045 0.5598 0.009 -0.088 0.111 0.41
H -6.2093 0.4233 -1.2918 -0.068 0.045 -0.074 0.29
H -6.9113 -0.8897 -0.3313 -0.129 -0.051 0.014 0.35
H -5.9136 0.3437 0.4521 -0.045 0.035 0.068 0.31

34
Properties=species:S:1:pos:R:3:forces:R:3:mulliken_charge:R:1 method="wB97M-V/def2-TZVPD" gap_ev=8.725 e_above_lowest_kcal_mol=7.0 max_force_ev_per_a=1.1 e_tot_ev=-31652.3598 spin_multiplicity=1 smiles="CCCC(=O)NC(=S)Nc1cccc(C(C)=O)c1" homo_ev=-8.57
C -4.6613 -0.8305 -1.8121 0.068 -0.202 -0.083 -1.15
C -4.0357 -2.2194 -1.8384 -0.010 0.111 0.163 -0.42
C -3.4245 -2.5835 -0.4828 -0.006 -0.063 -0.460 -0.52
C -2.1901 -1.7561 -0.2075 -0.222 -0.137 0.202 0.58
O -1.3633 -1.4943 -1.0597 0.082 -0.005 -0.313 -0.74
N -2.0704 -1.3430 1.0921 -0.051 -0.046 -0.090 -0.21
C -1.0489 -0.6011 1.6880 0.160 0.144 0.243 0.21
N -0.0542 -0.2286 0.8728 -0.647 -0.555 -0.696 -0.05
C 1.1082 0.5019 1.1010 0.577 0.410 0.281 1.05
C 1.9233 0.7225 -0.0064 0.035 0.045 0.095 -0.42
C 3.1095 1.4404 0.1007 -0.517 -0.241 0.313 0.02
C 3.4864 1.9449 1.3456 0.018 -0.030 -0.184 -0.45
C 2.6785 1.7239 2.4451 0.059 0.015 -0.078 -1.16
C 1.4968 1.0112 2.3384 -0.020 0.004 0.092 -0.53
H 0.8850 0.8535 3.2097 0.012 -0.003 -0.045 0.21
H 2.9692 2.1123 3.4096 0.018 0.029 0.079 0.37
H 4.4005 2.5038 1.4636 0.110 0.064 -0.018 0.37
C 3.9115 1.6260 -1.1393 0.285 0.152 -0.096 0.99
O 3.5571 1.1503 -2.1943 -0.001 0.007 0.022 -0.60
C 5.1803 2.4329 -1.0210 0.001 -0.074 -0.316 -1.41
H 5.8639 1.9534 -0.3238 0.070 0.018 0.112 0.37
H 4.9558 3.4334 -0.6582 0.027 0.086 0.095 0.37
H 5.6530 2.5011 -1.9975 -0.023 -0.016 0.001 0.35
H 1.6454 0.3368 -0.9774 -0.018 -0.032 -0.097 0.50
H -0.1782 -0.5445 -0.0976 -0.048 0.046 0.311 0.27
S -1.2380 -0.3027 3.2986 -0.094 0.059 0.430 -0.47
H -2.7955 -1.5971 1.7521 0.182 0.083 -0.132 0.32
H -4.1608 -2.4582 0.3124 0.016 -0.045 0.051 0.27
H -3.1080 -3.6302 -0.4972 0.021 0.014 0.113 0.27
H -3.2493 -2.2521 -2.5936 -0.041 -0.100 -0.003 0.29
H -4.7935 -2.9599 -2.0989 0.063 -0.043 -0.015 0.36
H -5.0980 -0.5950 -2.7790 -0.053 0.109 -0.056 0.36
H -3.9092 -0.0779 -1.5857 0.039 0.144 0.013 0.30
H -5.4454 -0.7741 -1.0593 -0.091 0.054 0.066 0.30

37
Properties=species:S:1:pos:R:3:forces:R:3:mulliken_charge:R:1 method="wB97M-V/def2-TZVPD" gap_ev=8.661 e_above_lowest_kcal_mol=96.1 max_force_ev_per_a=1.5 e_tot_ev=-29003.6953 spin_multiplicity=1 smiles="CCCC(=O)OCC(=O)Nc1cc([N+](=O)[O-])ccc1OC" homo_ev=-8.91
C 2.7053 -2.7233 -1.1391 -0.011 0.198 0.063 -1.26
C 2.6734 -1.3451 -1.7868 -0.042 -0.202 -0.078 -0.23
H 3.6902 -1.0372 -2.0389 -0.051 0.085 0.020 0.34
H 2.2680 -0.6096 -1.0879 0.055 0.095 0.013 0.17
C 1.8371 -1.3326 -3.0759 0.026 0.117 0.101 -0.64
C 0.3730 -1.5090 -2.7673 0.260 -0.273 -0.170 0.67
O -0.1620 -2.5266 -2.4182 0.000 -0.063 0.029 -0.59
O -0.2806 -0.3398 -2.9081 -0.006 0.467 0.020 -0.35
C -1.6848 -0.3289 -2.6967 -0.612 -0.244 -0.068 -0.55
H -2.1535 0.1439 -3.5630 0.085 -0.011 0.199 0.38
H -2.0468 -1.3624 -2.6076 0.016 0.258 -0.013 0.30
C -2.1104 0.4378 -1.4425 0.497 -0.242 -0.367 0.59
O -3.1891 0.9741 -1.3768 -0.313 0.076 -0.040 -0.65
N -1.1785 0.4114 -0.4543 0.482 -0.226 0.078 0.00
C -1.2475 0.9891 0.8111 0.095 0.070 0.381 -0.17
C -2.3098 1.7627 1.2409 -0.193 0.166 0.134 -0.10
C -2.2880 2.2986 2.5252 1.195 -0.776 -0.272 -0.52
C -1.2232 2.0715 3.3835 -0.456 0.230 -0.044 -0.85
C -0.1593 1.2985 2.9579 0.146 -0.187 -0.261 -0.37
C -0.1552 0.7528 1.6806 -0.258 0.160 0.029 0.79
O 0.8436 -0.0169 1.1714 -0.407 0.139 -0.208 -0.27
C 1.9337 -0.3490 2.0046 0.239 -0.078 0.133 -0.77
H 1.6016 -0.8842 2.8979 -0.007 0.028 -0.034 0.42
H 2.4979 0.5415 2.2953 -0.044 -0.028 -0.008 0.40
H 2.5690 -1.0018 1.4092 -0.007 0.037 0.069 -0.02
H 0.6650 1.1277 3.6304 0.087 -0.034 0.033 0.41
H -1.2368 2.5009 4.3728 0.005 0.005 0.023 0.48
N -3.3911 3.1067 2.9712 -0.380 0.311 0.214 1.07
O -4.2951 3.3147 2.1929 -0.249 0.059 -0.190 -0.62
O -3.3466 3.5354 4.1069 -0.054 0.133 0.261 -0.65
H -3.1519 1.9487 0.5927 0.068 -0.027 0.023 0.77
H -0.3201 -0.0969 -0.6241 -0.192 0.103 -0.086 0.08
H 2.1561 -2.1551 -3.7175 -0.056 0.015 -0.034 0.40
H 1.9684 -0.3856 -3.5990 0.011 -0.091 -0.045 0.25
H 3.2965 -2.7046 -0.2259 0.068 -0.055 0.084 0.36
H 1.7004 -3.0595 -0.8985 -0.039 -0.094 0.053 0.31
H 3.1512 -3.4479 -1.8163 0.041 -0.122 -0.043 0.40

32
Properties=species:S:1:pos:R:3:forces:R:3:mulliken_charge:R:1 method="wB97M-V/def2-TZVPD" gap_ev=8.958 e_above_lowest_kcal_mol=0.0 max_force_ev_per_a=3.0 e_tot_ev=-37458.0723 spin_multiplicity=1 smiles="C[C@@H](C(=O)C1SCCCS1)c1ccccc1" homo_ev=-8.33
O 0.6513 -2.6259 1.2881 -0.753 2.140 -1.962 -0.63
S -2.2503 -1.8140 1.3506 0.418 0.071 0.162 -0.14
S -1.5022 -1.0837 -1.4122 -0.231 0.140 -0.875 -0.17
C 0.4632 -1.7436 0.4328 0.537 -2.380 1.818 -0.48
C 2.0484 2.9308 0.4157 0.101 -0.375 0.029 -0.33
C 2.2997 2.0204 1.4299 -0.586 -0.662 -0.526 -0.78
C 1.7018 2.4756 -0.8694 0.039 1.399 1.276 -0.75
C 2.1154 0.6469 1.1618 0.285 1.134 -0.759 0.00
C 1.5823 1.1441 -1.1391 0.634 -0.164 0.435 -0.23
C 1.8294 0.2012 -0.1443 -0.396 0.625 0.570 -0.04
C -0.9230 -1.0624 0.3032 -0.839 -0.183 -0.220 0.27
C 2.9595 -2.0383 -0.1384 -0.671 0.113 -0.758 -1.56
C -3.7848 -0.9459 0.7920 0.712 1.113 -1.224 -0.55
C -2.9646 0.0611 -1.4136 0.119 0.632 -0.246 -0.50
C 1.6542 -1.2581 -0.4419 -0.458 -0.622 0.104 0.53
C -3.5373 0.3585 -0.0436 1.336 -0.965 1.137 -0.85
H 2.1107 3.9699 0.7120 -0.015 0.175 -0.571 0.38
H 2.5558 2.4092 2.4171 -0.089 -0.425 -0.193 0.36
H 1.4708 3.2076 -1.6155 -0.004 0.237 -0.439 0.39
H 2.1926 -0.0187 1.9868 0.177 -0.780 0.382 0.39
H 1.3515 0.8685 -2.1405 -0.266 -0.521 -0.549 0.40
H -0.7718 -0.0316 0.5890 0.107 0.356 0.184 0.38
H 3.7741 -1.5332 -0.6693 -0.093 -0.116 0.115 0.42
H 3.1730 -2.0404 0.9244 -0.004 -0.135 0.074 0.30
H 2.8730 -3.0596 -0.5298 0.104 0.165 0.347 0.40
H -4.3134 -0.7231 1.6927 -0.295 0.209 0.639 0.41
H -4.4309 -1.5662 0.1808 0.152 -0.550 -0.047 0.33
H -2.6649 1.0356 -1.8383 0.088 -0.501 -0.032 0.32
H -3.7723 -0.3201 -2.0683 0.711 -0.327 0.235 0.40
H 1.3613 -1.4064 -1.5125 0.224 0.268 0.786 0.61
H -2.8188 1.0106 0.4867 -0.392 -0.226 -0.017 0.31
H -4.4337 0.9313 -0.1870 -0.650 0.156 0.123 0.40

38
Properties=species:S:1:pos:R:3:forces:R:3:mulliken_spin:R:1 method="wB97M-V/def2-TZVPD" gap_ev="8.028 / 2.911" max_force_ev_per_a=3.3 e_tot_ev=-30462.4896 spin_multiplicity=4 s_squared=3.77 total_charge=+2 homo_ev="-16.18 / -15.78"
C -0.5985 0.8158 1.7655 -1.349 2.520 1.297 0.01
C -0.7296 -0.7203 1.8714 -1.096 -3.016 0.729 0.02
H 0.2745 0.8982 2.4401 -0.966 1.531 -0.744 -0.01
H -1.6119 0.9366 2.3288 2.197 0.893 -0.538 0.01
H -0.6363 1.8241 1.1894 0.078 -2.236 -0.862 -0.01
H -0.4612 -1.7777 1.4711 0.305 1.769 -1.478 -0.01
H 0.0354 -0.6951 2.6711 -1.291 -1.592 0.283 -0.01
H -1.8193 -0.9515 2.1762 2.053 0.141 -0.102 0.00
C 0.5360 2.4825 -1.7523 0.131 -1.507 -1.361 0.04
C 0.9224 3.3258 -2.7940 -0.163 -0.032 0.726 -0.01
C 1.1255 2.8133 -4.0925 -0.093 0.269 0.209 0.03
C 0.9807 1.4632 -4.3795 -0.430 -0.994 1.185 -0.01
H 0.3429 2.7345 -0.6992 0.143 0.283 -0.807 0.00
H 1.0303 4.3753 -2.5093 0.106 -0.253 -0.626 0.00
H 1.3951 3.4613 -4.9078 0.063 0.394 -0.001 0.00
H 1.0790 0.9557 -5.3535 0.180 1.050 0.473 0.00
N 0.3918 1.1446 -2.0347 0.483 0.765 -1.132 -0.03
C 0.6445 0.6368 -3.2997 0.025 2.234 0.496 0.02
C 0.5327 -0.7852 -3.4045 -0.435 -2.487 0.416 0.02
N 0.2203 -1.4016 -2.2006 0.132 -0.391 -1.100 -0.06
C 0.0553 -2.7494 -2.0774 0.416 1.062 -1.241 0.03
C 0.5215 -2.8954 -4.4579 -0.112 -0.697 0.292 0.03
C 0.1959 -3.5236 -3.2307 -0.042 0.078 0.738 -0.01
H -0.1758 -3.0885 -1.0519 0.111 -0.115 -0.898 0.00
H 0.0424 -4.6019 -3.0745 0.214 0.534 -0.711 0.00
C 0.7017 -1.5282 -4.5883 -0.198 1.214 1.616 -0.01
H 0.9486 -0.9477 -5.4945 -0.177 -1.122 0.370 0.00
H 0.6452 -3.4937 -5.3390 -0.033 -0.399 -0.225 0.00
Tc -0.2192 -0.1855 -0.6997 -0.771 0.145 2.816 2.00
C -2.2411 -0.1993 -0.8968 -0.845 0.003 -0.563 -0.10
H -2.5532 -1.1049 -1.4374 0.238 0.038 0.090 0.02
H -2.5650 0.6440 -1.5258 0.222 -0.043 0.154 0.02
H -2.8361 -0.1686 0.0302 0.564 0.078 -0.031 0.02
F 1.4087 0.6866 3.8207 -0.163 -0.432 1.786 0.02
B 0.7639 0.5097 5.0826 -0.434 0.304 -1.996 -0.06
F 1.3339 -0.6812 5.7234 -0.676 1.463 -0.068 0.50
F 0.9468 1.6326 5.8998 0.009 -1.432 -0.081 0.34
F -0.6225 0.2880 4.8171 1.603 -0.019 0.889 0.19